# C8H11NO5

One molecule with the formula C8H11NO5 (the ωB97M-V functional and the def2-TZVPD basis, the OMol25 dataset).

For the orbital gap, the calculation gives 9.059 eV. The SMILES is C[C@]1(/C(O)=C2/O[C@@]2(C)O)NCC(=O)O1. Its relative energy (zero: lowest compared OMol25 entry of this formula, charge and spin) is 133.8 kJ/mol. For the highest occupied orbital energy, the calculation gives -8.6 eV. The total energy is -742.2861 hartree.

Each line ends with the Löwdin charge.
CARTESIAN COORDINATES (ANGSTROEM)
C1 -0.91 -0.63 1.46  -0.206
C2 -2.31 0.72 -0.24  0.039
H1 -0.35 -3.05 1.86  0.074
O1 2.12 -0.34 1.14  0.121
O2 -2.12 -0.60 1.95  0.122
H2 -3.35 0.38 -0.15  0.080
N1 0.49 0.62 -0.26  0.022
H3 2.28 -2.40 -0.19  0.106
C3 -1.63 0.57 1.17  -0.440
C4 1.34 1.66 0.36  -0.055
O3 0.35 -2.73 1.37  0.114
H4 0.52 0.64 -1.27  0.116
H5 1.63 2.40 -0.40  0.140
C5 1.10 -0.72 0.25  -0.435
C6 1.64 -1.70 -0.76  0.021
H6 -1.31 1.51 2.76  0.095
O4 -1.51 1.74 1.88  0.091
H7 -2.33 1.77 -0.46  0.072
C7 2.39 0.96 1.15  -0.496
O5 3.30 1.50 1.68  0.159
H8 -1.60 0.02 -0.89  0.123
C8 0.05 -1.44 1.04  -0.196
H9 0.73 -2.12 -1.25  0.113
H10 2.26 -1.17 -1.50  0.097
H11 0.63 2.12 1.08  0.123